No. 1
Molecular formula: C36H50BrCuN3OP2
Method: DFT, ωB97M-V/def2-TZVPD

Computed properties:
Energy above the lowest of the compared OMol25 structures with the same formula, charge and spin, kcal/mol: 14.4
Kohn-Sham gap (spin up / spin down), eV: 6.25 / 4.46
Expectation value of S²: 0.752
Charge: +2
HOMO energy (spin up / spin down), Ha: -0.465 / -0.465
Multiplicity: 2
Energy, eV: -177901.4230

CARTESIAN COORDINATES (ANGSTROEM)
C 0.99647 -7.32550 -3.84111
C 0.27725 -6.15826 -4.17499
C -0.45747 -6.15001 -5.38177
C -0.37874 -7.26570 -6.23042
N 0.34055 -8.34028 -5.90606
C 1.01303 -8.39202 -4.75538
C 0.33678 -4.96835 -3.33117
C 0.44854 -3.86914 -2.81610
C 0.62552 -2.60574 -2.23353
C 0.41656 -2.63420 -0.87405
C 0.13160 -1.41847 -0.27498
C 0.29660 -0.24623 -1.03425
C 0.78322 -0.18776 -2.29890
C 0.83386 -1.42485 -2.96264
Cu 0.03790 0.01953 0.93363
P -2.02802 0.27037 1.53172
H -1.05088 -5.28630 -5.68542
H 1.56506 -7.40592 -2.91330
H -0.90558 -7.27118 -7.19057
H 1.59327 -9.29610 -4.54434
H 1.03125 -1.50564 -4.02243
H 0.38107 -3.55551 -0.28862
H 1.07757 0.74170 -2.77595
H -0.19718 -1.55896 0.79582
C -2.44706 1.86994 2.27721
C -3.92271 2.27641 2.29796
H -1.83906 2.61340 1.73670
H -2.05489 1.83100 3.30566
H -4.02850 3.18137 2.90999
H -4.30636 2.51792 1.29909
H -4.56207 1.50044 2.73792
C -3.14607 0.00323 0.09386
C -3.81435 -1.35788 -0.06186
H -2.49392 0.18876 -0.77095
H -3.89540 0.80797 0.11708
H -4.33586 -1.37532 -1.02644
H -3.09653 -2.18847 -0.06183
H -4.56473 -1.54191 0.71824
C -2.39688 -1.06321 2.70919
C -3.67381 -0.88883 3.51413
H -1.52114 -1.13453 3.37305
H -2.43045 -1.99608 2.12630
H -3.78162 -1.75220 4.18128
H -3.64861 0.01168 4.13635
H -4.56759 -0.85212 2.88011
Br 0.15508 2.07784 -0.47008
P -1.57245 2.84818 -3.41322
C -2.70999 2.47520 -2.08667
C -3.92370 3.41103 -2.22132
H -2.16673 2.59660 -1.13389
H -3.02175 1.42499 -2.16051
H -4.82531 2.96289 -1.78078
H -3.74675 4.38862 -1.74308
H -4.12606 3.59490 -3.29034
C -0.15545 3.80036 -2.83458
C 0.38428 4.80118 -3.87066
H 0.62591 3.07986 -2.55345
H -0.46092 4.33668 -1.92335
H 1.12085 5.47446 -3.39917
H 0.87301 4.28522 -4.70959
H -0.43793 5.41491 -4.26813
C -1.13003 1.28545 -4.19476
C -1.84451 1.09077 -5.54247
H -1.38383 0.48692 -3.48971
H -0.04264 1.25632 -4.33666
H -1.34126 0.30606 -6.12047
H -2.89127 0.78879 -5.40543
H -1.82592 2.01325 -6.13667
C 4.14081 1.18321 5.99723
N 3.17269 0.56850 5.11128
N 3.17014 0.77564 3.78294
C 1.99230 0.29927 3.23670
O 1.72403 0.39318 2.00854
C 1.26833 -0.23800 4.34136
C 2.01811 -0.03065 5.47473
C 1.71982 -0.36518 6.88399
C 4.25264 1.40001 3.11798
C 5.56900 1.06610 3.46485
C 6.62562 1.84642 2.98937
C 6.36540 2.89527 2.08867
C 5.05206 3.13412 1.64941
C 3.99807 2.36022 2.13604
H 4.29567 2.24709 5.76619
H 5.10400 0.65907 5.96056
H 3.73793 1.09559 7.00991
H 0.28955 -0.67580 4.25304
H 2.48442 -1.01593 7.33841
H 1.61229 0.53373 7.51284
H 0.76292 -0.90429 6.91096
H 5.77349 0.21047 4.11148
H 7.65215 1.62683 3.30935
H 7.19462 3.50597 1.71125
H 4.85129 3.91914 0.91714
H 2.97939 2.49250 1.78253

No. 2
Molecular formula: C5H12O2
Method: DFT, ωB97M-V/def2-TZVPD

Computed properties:
Energy above the lowest of the compared OMol25 structures with the same formula, charge and spin, kcal/mol: 21.3
Kohn-Sham gap, eV: 10.71
Charge: 0
HOMO energy, Ha: -0.363
Energy, eV: -9474.2121

CARTESIAN COORDINATES (ANGSTROEM)
C 2.34017 0.18494 1.36298
C 0.91526 0.66539 1.07114
C 0.31362 -0.03145 -0.15600
O 0.24927 -1.42950 0.02119
C -1.13826 0.33764 -0.49506
C -1.51790 -0.13389 -1.89284
O -1.94239 -0.40925 0.49989
H 2.35376 -0.90439 1.47036
H 3.03122 0.45113 0.55204
H 2.73042 0.62776 2.28757
H 0.27466 0.46698 1.94046
H 0.91259 1.75241 0.90384
H 0.90517 0.26946 -1.03862
H -0.65933 -1.46388 0.44070
H -1.29395 1.41829 -0.36458
H -1.17850 -1.16973 -2.01248
H -2.60604 -0.07737 -1.98002
H -1.09076 0.45534 -2.71517
H -2.59903 -1.00990 0.10460

No. 3
Molecular formula: C32H101N9O21
Method: DFT, ωB97M-V/def2-TZVPD

Computed properties:
Kohn-Sham gap, eV: 8.40
Charge: 0
HOMO energy, Ha: -0.310
Energy, eV: -91221.9638

CARTESIAN COORDINATES (ANGSTROEM)
C 4.85200 -4.12229 -0.78116
O 5.50690 -4.32042 0.49920
C 6.42533 -5.42004 0.44297
C 6.94333 -5.70417 1.82196
N 7.70622 -4.57128 2.32479
C 8.01524 -4.68541 3.76386
C 8.58356 -3.27630 4.28122
O 9.47058 -2.50457 3.49293
C 10.77919 -3.05489 3.41822
H 4.16585 -4.95857 -0.91515
H 5.56175 -4.02026 -1.60210
H 4.17060 -3.27425 -0.71320
H 7.21433 -5.02933 -0.19961
H 5.92798 -6.27814 -0.00915
H 7.58192 -6.58730 1.84175
H 6.09436 -5.89840 2.47741
H 7.31379 -3.64927 2.19836
H 8.81875 -5.39621 3.95682
H 7.16306 -4.97984 4.37639
H 8.91208 -3.58801 5.27269
H 7.79271 -2.56218 4.51079
H 11.09333 -3.45010 4.38425
H 11.56441 -2.34963 3.14592
H 10.78989 -3.87465 2.69990
C 1.12363 -1.29974 2.06230
O 0.36362 -0.19201 1.66149
C 1.10331 0.62875 0.70578
C 0.23953 1.85377 0.18367
N -1.03735 1.37790 -0.50070
C -1.70068 2.49708 -1.19775
C -2.81355 2.14457 -2.20706
O -4.02473 2.06638 -1.50895
C -5.13430 1.96518 -2.42401
H 2.16415 -1.10181 2.31966
H 1.13647 -2.06772 1.28890
H 0.54772 -1.75570 2.86761
H 1.19109 0.00426 -0.18327
H 2.11864 0.91554 0.97955
H 0.77577 2.46529 -0.54200
H -0.05939 2.49262 1.01471
H -1.66154 1.13872 0.25645
H -0.91036 2.97940 -1.77296
H -2.23981 3.09063 -0.45942
H -2.61019 1.21076 -2.73122
H -2.98178 2.93021 -2.94364
H -6.02549 2.30471 -1.89618
H -5.27000 1.02310 -2.95520
H -5.07785 2.64383 -3.27510
C -1.64609 -3.33593 5.63556
O -2.90009 -2.99374 5.04650
C -3.73928 -4.04586 4.65197
C -4.84300 -3.52250 3.66944
N -4.34327 -3.15173 2.29643
C -5.32108 -2.61103 1.40256
C -6.35239 -3.59912 0.86892
O -7.12948 -2.93247 -0.14545
C -7.68115 -3.78884 -1.12559
H -1.71495 -3.54999 6.70211
H -1.10366 -2.40699 5.45964
H -1.06569 -4.13420 5.17296
H -4.21822 -4.43914 5.54865
H -3.16775 -4.80931 4.12414
H -5.19623 -2.58916 4.10784
H -5.54775 -4.33953 3.82399
H -3.85205 -3.94192 1.90350
H -4.74481 -2.15810 0.59579
H -5.85275 -1.77584 1.85850
H -6.89660 -3.83093 1.78445
H -5.86771 -4.54555 0.62921
H -6.92312 -4.46007 -1.52924
H -8.12193 -3.10239 -1.84851
H -8.57199 -4.34862 -0.84075
C -5.26774 6.61893 -0.67564
O -5.17975 7.83466 0.18232
C -3.80319 8.02694 0.56843
C -2.89947 8.60327 -0.59033
N -2.13270 7.46459 -1.06517
C -1.17353 7.85601 -2.13241
C -1.82024 7.94174 -3.52504
O -2.67549 6.77482 -3.74100
C -3.26955 6.69506 -5.06212
H -4.63328 5.79938 -0.33814
H -4.89055 6.90817 -1.65654
H -6.28013 6.23926 -0.81350
H -3.45222 7.18820 1.16963
H -3.79400 8.77742 1.35887
H -2.19248 9.33705 -0.20326
H -3.63177 9.05814 -1.25736
H -2.79602 6.87015 -1.54135
H -0.40192 7.08725 -2.09096
H -0.66101 8.80536 -1.97692
H -1.01384 7.78858 -4.24223
H -2.29257 8.88069 -3.81379
H -3.72624 7.62864 -5.39071
H -3.95506 5.84792 -5.03928
H -2.48358 6.47887 -5.78573
C -2.23804 -7.81399 0.37583
O -2.36369 -6.49886 -0.04162
C -1.19627 -5.91102 -0.62190
C -1.33982 -4.45902 -1.22432
N -1.76614 -4.30363 -2.65960
C -3.21005 -4.60016 -2.82048
C -3.83958 -4.10807 -4.10316
O -3.24847 -4.76422 -5.14710
C -3.65311 -4.25159 -6.44798
H -1.54694 -7.88511 1.21572
H -1.97887 -8.58120 -0.35378
H -3.15092 -8.03623 0.92843
H -0.79482 -6.60228 -1.36291
H -0.42447 -5.83142 0.14366
H -0.32317 -4.06593 -1.22388
H -1.87536 -3.97133 -0.40979
H -1.29779 -5.00743 -3.21225
H -3.76252 -4.20692 -1.96712
H -3.43598 -5.66246 -2.72792
H -3.57567 -3.05263 -4.17012
H -4.92714 -4.16768 -4.06110
H -3.54668 -3.16766 -6.49115
H -4.71742 -4.38528 -6.64153
H -3.14909 -4.70777 -7.30002
C 5.11738 2.29624 4.30052
O 5.72463 1.76137 5.27198
N 3.84385 2.57901 4.34608
N 5.61579 2.58993 3.15443
H 3.52595 3.22203 3.63506
H 3.35320 2.37665 5.20539
H 6.58710 2.37716 2.97731
H 5.07253 3.09020 2.46545
C 1.81080 3.36936 -5.38149
O 2.57193 3.36430 -4.49429
N 1.56014 4.37767 -6.13559
N 1.03669 2.41442 -5.78404
H 0.78800 4.35756 -6.78636
H 1.95751 5.26971 -5.87780
H 0.38653 2.48219 -6.55397
H 1.02599 1.56910 -5.23140
O 3.66787 -1.42065 6.63827
H 4.28316 -0.80368 6.24205
H 2.84419 -0.93614 6.69340
O -2.65153 0.09629 2.73549
H -1.70149 -0.01077 2.68878
H -2.99528 -0.79664 2.70833
O -1.24168 4.20297 4.59863
H -0.79580 4.15643 5.44436
H -1.91637 3.52559 4.64544
O 0.26072 6.34450 1.87611
H -0.49593 6.47245 1.30398
H -0.08931 5.88085 2.63686
O 3.95182 6.06368 -2.41083
H 4.34912 6.40126 -3.21359
H 3.37689 5.35763 -2.70612
O 0.38722 -0.79097 -2.91852
H -0.20973 -1.53814 -2.95902
H -0.09423 -0.12551 -2.42700
O 3.61410 5.28286 0.91124
H 2.99390 5.97485 1.14085
H 3.74624 5.38216 -0.03158
O 4.09362 0.13177 -2.82645
H 4.04230 1.06416 -3.03680
H 3.18687 -0.17271 -2.86278
O 6.32500 -0.79751 -0.16409
H 5.78318 -0.50775 -0.89806
H 6.23201 -1.75017 -0.15858